# 1
DFT (ωB97M-V/def2-TZVPD) results for a 2-piece molecular cluster, C11H5NO6S2 overall.

The geometry in XYZ format:
```
25
Properties=species:S:1:pos:R:3:forces:R:3
O -0.04640 -1.57942 2.83004 -0.030 -0.388 0.160
C 0.21869 -0.80344 1.93805 0.089 0.036 -0.336
C 1.58902 -0.31650 1.67807 -0.002 0.422 -0.149
C 1.75751 0.93898 1.26648 0.236 -0.177 0.446
N 3.05450 1.45586 0.91693 -0.416 0.089 -0.224
C 3.48799 0.79390 -0.02843 0.004 -0.068 0.557
S 3.85120 -0.19673 -1.13650 0.293 -0.175 -0.740
C 0.55862 1.81690 1.12042 -0.035 -0.293 -0.086
O 0.56128 2.99060 1.40726 0.130 0.638 -0.143
C -0.63269 1.09155 0.61802 -0.215 -0.024 0.267
C -1.54871 1.68076 -0.23994 -0.207 -0.432 0.203
C -2.60334 0.90490 -0.70727 0.132 0.366 -0.111
C -2.75447 -0.42142 -0.32390 0.219 -0.008 0.337
C -1.85934 -0.99472 0.57036 -0.345 0.554 0.031
C -0.80160 -0.22568 1.02729 -0.276 -0.031 -0.037
H 2.42268 -0.99339 1.77439 0.028 -0.130 0.174
H -1.41677 2.70822 -0.54009 0.012 0.095 -0.089
H -3.29637 1.34679 -1.41062 -0.068 -0.053 -0.081
H -3.56653 -1.00208 -0.73419 -0.003 -0.115 -0.082
H -1.93577 -2.02236 0.88453 0.007 -0.117 -0.052
O 1.19449 -0.20830 -2.78715 -0.084 -0.060 0.187
S 0.67512 -1.47383 -2.18839 0.251 -0.172 -0.404
O 1.61339 -2.59014 -2.50107 -0.081 0.170 0.116
O -0.68286 -1.77523 -2.71265 0.067 0.060 0.186
O 0.60820 -1.29901 -0.69504 0.293 -0.187 -0.131
```
Positions in Å, forces in eV/Å.

Properties
* charge: -2
* gap between HOMO and LUMO: 5.55 eV
* HOMO level: -0.378 eV

Results of the Mulliken charge analysis, in e, for atoms 1 through 5:
1. O -0.65
2. C 0.00
3. C -0.36
4. C 0.67
5. N -0.78



# 2
DFT (ωB97M-V/def2-TZVPD) results for an isolated ion of composition C11H6Cl4NO4 and charge -1 at a distorted geometry.

The geometry in XYZ format:
```
26
Properties=species:S:1:pos:R:3:forces:R:3
Cl 2.47702 -1.71130 1.60616 0.165 -0.015 -0.068
C 1.04569 -0.80860 1.78508 -0.512 1.054 0.726
C 1.04044 0.54411 1.87932 -0.320 -0.819 -0.241
Cl 2.48150 1.45611 1.75638 0.262 0.292 -0.022
C -0.22754 1.33680 1.91651 -0.156 0.544 0.023
O -0.23916 2.51876 1.63298 0.315 -1.305 0.544
C -1.59408 0.58394 2.23776 1.641 -1.460 -2.143
Cl -2.57741 1.14476 0.78860 -0.712 0.670 -0.355
C -1.46968 -0.88735 2.08846 3.317 0.199 0.464
Cl -2.86739 -1.78970 1.78170 -1.083 -0.592 0.333
C -0.21360 -1.61205 1.91222 -3.081 1.016 0.228
O -0.20471 -2.83960 1.83000 0.846 -0.515 -0.234
C -2.79259 -1.89492 7.20166 -0.109 -0.089 0.105
C -2.34432 -0.51285 6.80506 0.154 0.097 -0.486
O -2.27758 -0.47463 5.32792 -0.362 0.368 0.324
C -1.79745 0.67199 4.82731 1.469 0.805 2.174
C -2.31243 1.10315 3.45291 -0.017 -0.251 0.979
C -2.16180 2.54158 3.54205 -1.239 4.370 -0.080
N -2.16647 3.71091 3.63009 0.043 -3.082 -0.162
O -1.10417 1.43380 5.50636 -1.033 -1.478 -1.227
H -2.85686 -1.96532 8.28784 0.036 0.142 0.091
H -3.79073 -2.11210 6.81533 0.185 -0.091 -0.151
H -2.07742 -2.65301 6.88196 -0.125 0.027 -0.189
H -3.06756 0.25085 7.12605 0.185 -0.138 -0.201
H -1.37766 -0.25094 7.24279 -0.070 -0.077 -0.299
H -3.35918 0.77043 3.39828 0.201 0.328 -0.134
```
Positions in Å, forces in eV/Å.

Properties
* charge: -1
* energy above the lowest of the compared OMol25 structures with the same formula, charge and spin: 0.0 kJ/mol
* gap between HOMO and LUMO: 6.26 eV
* structure (SMILES): CCOC(=O)[C@@H](C#N)[C@@]1(Cl)C(=O)C(Cl)=C(Cl)C([O-])=C1Cl
* HOMO level: -3.785 eV

Results of the Mulliken charge analysis, in e, for atoms 1 through 5:
1. Cl -0.15
2. C 0.44
3. C -0.07
4. Cl -0.19
5. C 0.09



# 3
DFT (ωB97M-V/def2-TZVPD) results for C11H6ClI2N2RuS2 as an isolated structure.

The geometry in XYZ format:
```
25
Properties=species:S:1:pos:R:3:forces:R:3
Ru 0.11140 -1.48756 -0.12622 0.319 0.016 0.153
S -0.59634 0.22304 -1.63480 -0.108 0.138 -0.085
C 0.89862 0.81488 -2.11914 0.239 0.038 -0.018
C 0.90269 1.94671 -2.99878 -0.048 -0.073 0.026
N 0.87095 2.85778 -3.69830 0.006 0.014 -0.009
C 2.13950 0.27430 -1.71271 -0.064 0.185 -0.123
S 2.34639 -1.08550 -0.72528 -0.034 -0.077 -0.027
C 3.33456 0.92381 -2.15685 -0.068 -0.033 0.001
N 4.29751 1.44902 -2.50140 0.028 -0.010 0.003
I -0.77444 -3.89095 -1.22435 -0.072 -0.224 0.050
I -1.24393 -3.07937 -3.70307 0.005 0.057 -0.053
Cl 1.63237 1.41643 2.05077 -0.037 -0.027 -0.003
C 0.02808 0.85963 1.77546 0.029 0.015 0.055
C -0.96028 1.76755 1.46477 -0.051 -0.035 -0.002
C -2.26513 1.33619 1.20201 0.056 0.022 0.016
C -2.58237 -0.00580 1.24642 0.061 -0.037 0.035
C -1.58885 -0.93694 1.56508 -0.223 0.019 0.026
C -0.26475 -0.52989 1.88068 0.033 0.037 -0.079
C 0.73144 -1.56822 1.89793 -0.093 -0.070 -0.043
H -0.70991 2.81851 1.41538 -0.013 0.006 -0.001
H -3.02327 2.06907 0.96259 -0.005 -0.001 -0.006
H -3.59080 -0.34271 1.05096 -0.007 0.006 0.001
H -1.85797 -1.97786 1.71843 0.003 0.012 0.007
H 0.40271 -2.53726 2.26633 0.056 0.003 0.041
H 1.76182 -1.31482 2.10410 -0.012 0.019 0.035
```
Positions in Å, forces in eV/Å.

Properties
* charge: +1
* spin multiplicity: 5
* energy above the lowest of the compared OMol25 structures with the same formula, charge and spin: 0.0 kJ/mol
* gap between HOMO and LUMO (spin up / spin down): 6.27 / 6.03 eV
* HOMO level (spin up / spin down): -12.000 / -12.947 eV

Results of the Mulliken charge analysis, in e, for atoms 1 through 5:
1. Ru 0.41
2. S -0.19
3. C 0.71
4. C -0.28
5. N -0.30



Repeat the first record exactly.
DFT (ωB97M-V/def2-TZVPD) results for a 2-piece molecular cluster, C11H5NO6S2 overall.

The geometry in XYZ format:
```
25
Properties=species:S:1:pos:R:3:forces:R:3
O -0.04640 -1.57942 2.83004 -0.030 -0.388 0.160
C 0.21869 -0.80344 1.93805 0.089 0.036 -0.336
C 1.58902 -0.31650 1.67807 -0.002 0.422 -0.149
C 1.75751 0.93898 1.26648 0.236 -0.177 0.446
N 3.05450 1.45586 0.91693 -0.416 0.089 -0.224
C 3.48799 0.79390 -0.02843 0.004 -0.068 0.557
S 3.85120 -0.19673 -1.13650 0.293 -0.175 -0.740
C 0.55862 1.81690 1.12042 -0.035 -0.293 -0.086
O 0.56128 2.99060 1.40726 0.130 0.638 -0.143
C -0.63269 1.09155 0.61802 -0.215 -0.024 0.267
C -1.54871 1.68076 -0.23994 -0.207 -0.432 0.203
C -2.60334 0.90490 -0.70727 0.132 0.366 -0.111
C -2.75447 -0.42142 -0.32390 0.219 -0.008 0.337
C -1.85934 -0.99472 0.57036 -0.345 0.554 0.031
C -0.80160 -0.22568 1.02729 -0.276 -0.031 -0.037
H 2.42268 -0.99339 1.77439 0.028 -0.130 0.174
H -1.41677 2.70822 -0.54009 0.012 0.095 -0.089
H -3.29637 1.34679 -1.41062 -0.068 -0.053 -0.081
H -3.56653 -1.00208 -0.73419 -0.003 -0.115 -0.082
H -1.93577 -2.02236 0.88453 0.007 -0.117 -0.052
O 1.19449 -0.20830 -2.78715 -0.084 -0.060 0.187
S 0.67512 -1.47383 -2.18839 0.251 -0.172 -0.404
O 1.61339 -2.59014 -2.50107 -0.081 0.170 0.116
O -0.68286 -1.77523 -2.71265 0.067 0.060 0.186
O 0.60820 -1.29901 -0.69504 0.293 -0.187 -0.131
```
Positions in Å, forces in eV/Å.

Properties
* charge: -2
* gap between HOMO and LUMO: 5.55 eV
* HOMO level: -0.378 eV

Results of the Mulliken charge analysis, in e, for atoms 1 through 5:
1. O -0.65
2. C 0.00
3. C -0.36
4. C 0.67
5. N -0.78



- Among the records above, which one has the lowest charge?
  C11H5NO6S2



- Among the records above, which one has the lowest charge?
  C11H5NO6S2



- Look up the charge of the second one.
  -1